The following is a quantum chemistry calculation of 2 unconnected molecules or ions with the total composition C6H11N3O at a distorted geometry, from the OMol25 dataset.

HOMO energy (eV): -8.77
SMILES: Cc1c[nH]cn1.CC(N)=O
Energy above the lowest of the compared OMol25 structures with the same formula, charge and spin (eV): 0.597
Kohn-Sham gap (eV): 9.6
Molar mass (g/mol): 141.17
Strongest force on any atom (Eh/bohr): 0.0496

Geometry as XYZ:
```
21
Properties=species:S:1:pos:R:3:forces:R:3
C 1.723065 1.975571 2.536043 1.345 0.224 0.933
C 0.906934 1.794609 1.281538 0.240 -1.548 2.015
O 0.673320 2.714621 0.548143 -0.409 -0.169 -0.933
N 0.582368 0.447514 1.153941 -1.227 -0.315 -1.147
H 2.174669 1.072683 2.966720 -0.459 -0.167 -0.391
H 1.227088 2.461552 3.380504 -0.312 0.195 -0.445
H -0.061909 0.113080 0.442841 0.171 0.768 -0.443
H 0.387722 -0.169076 1.934229 0.779 0.719 0.471
H 2.597597 2.574280 2.278117 -0.175 0.331 -0.016
C 0.746027 -2.098117 -1.084930 0.132 -0.118 -0.241
C -2.569158 -0.691714 -0.800699 1.206 -1.758 -0.082
C -0.577731 -1.418781 -1.303800 0.245 1.057 -0.390
C -0.879813 -0.409521 -2.225554 0.509 -1.181 1.395
N -1.637068 -1.580397 -0.464509 -0.413 -0.036 0.754
N -2.124933 -0.008934 -1.859681 -1.070 1.617 -1.215
H -3.568038 -0.702165 -0.398482 0.019 0.424 -0.046
H -2.655723 0.685923 -2.366103 0.083 -0.059 0.183
H -0.278602 0.102584 -2.952829 -0.103 -0.019 -0.170
H 1.037962 -2.651852 -1.975224 0.153 0.028 -0.091
H 0.745903 -2.809250 -0.267431 -0.500 -0.144 0.146
H 1.550321 -1.402600 -0.822832 -0.215 0.150 -0.286
```
Positions in Å, forces in eV/Å.